Entry 1:
64
Properties=species:S:1:pos:R:3:forces:R:3 method="wB97M-V/def2-TZVPD" multiplicity=3 e_tot_ha=-4547.3999 de_lowest_kj_mol=229.9 charge=-1 homo_ev="-4.2927 / -5.3557" e_lumo_ev="2.04 / 1.80" max_force_ha_per_bohr=0.009
Ti -0.071 0.158 -1.837 -0.195 -0.282 0.306
S 0.873 3.033 -2.405 0.204 0.144 -0.076
S -0.764 -2.959 -2.883 0.010 -0.056 0.033
S 1.661 1.074 -4.342 0.014 0.029 0.086
P -0.130 0.682 1.683 -0.036 0.235 0.091
F -1.741 0.850 -1.634 -0.040 -0.028 0.000
F -3.630 2.572 -2.904 0.001 0.010 -0.012
F -0.869 1.619 -4.828 -0.033 0.012 0.016
F -3.831 0.643 -3.606 -0.007 0.024 0.013
F -0.048 0.098 -6.131 0.014 0.027 -0.010
F 0.476 2.179 -6.431 -0.013 -0.017 -0.012
O -1.787 3.610 -0.284 -0.013 -0.035 0.016
O 1.058 -0.014 -3.482 0.067 0.131 -0.290
O 1.675 4.114 -1.852 0.015 -0.007 -0.021
O -1.197 -1.535 -2.622 0.051 -0.021 -0.043
O 0.887 1.861 -1.382 -0.025 -0.201 0.000
O 1.264 -2.070 -1.226 0.035 0.032 -0.053
O 2.698 0.567 -5.192 0.015 -0.016 0.017
N 1.924 2.379 -3.649 -0.109 -0.027 0.030
N -1.556 1.693 1.098 0.019 -0.015 -0.003
C 0.154 1.863 3.042 0.048 0.001 -0.061
C -4.184 1.436 -2.627 0.052 -0.053 0.001
C 3.974 -1.576 1.885 0.026 -0.035 -0.024
C 0.674 3.784 4.990 0.014 -0.001 -0.017
C -1.526 -2.614 3.675 0.012 0.003 -0.002
C 0.228 1.256 -5.501 0.037 0.007 0.013
C -0.190 2.734 5.259 -0.014 -0.015 0.001
C -1.169 -0.699 2.247 -0.015 -0.046 -0.055
C 3.625 -0.719 2.922 0.027 0.011 0.021
C -1.636 2.656 0.375 0.031 0.034 -0.002
C -2.702 -2.905 2.997 -0.005 -0.009 -0.003
C -2.351 -0.999 1.570 0.024 -0.002 0.041
C -3.107 -2.101 1.941 0.002 0.016 -0.009
C 1.084 -1.106 -0.473 -0.194 0.101 -0.167
C 1.273 3.882 3.739 -0.011 0.001 0.010
C 2.429 -0.021 2.882 -0.061 0.014 -0.027
C 1.552 -0.174 1.802 0.123 -0.050 0.022
C 1.017 2.927 2.769 -0.030 0.017 0.024
C 1.921 -1.018 0.756 0.045 0.027 0.132
C 3.122 -1.724 0.807 -0.007 0.036 0.040
C -2.063 -3.534 -3.976 -0.011 0.009 -0.009
C 0.542 -2.916 -4.106 -0.032 0.028 -0.031
C -0.454 1.776 4.286 -0.023 -0.001 0.023
C -0.757 -1.524 3.292 -0.009 -0.004 -0.005
H 0.173 -1.320 3.808 0.005 0.004 -0.002
H 1.480 3.011 1.791 0.001 -0.016 0.003
H 3.375 -2.365 -0.028 -0.008 -0.002 -0.010
H 0.691 -3.939 -4.453 0.020 0.002 -0.003
H 2.178 0.637 3.703 -0.002 -0.016 -0.006
H -1.139 0.965 4.499 0.008 0.000 -0.003
H 0.876 4.529 5.749 0.000 0.003 -0.004
H -2.164 -2.834 -4.805 0.001 -0.002 0.008
H -2.665 -0.368 0.749 -0.017 0.006 -0.011
H -3.297 -3.763 3.288 -0.001 0.003 0.000
H 0.248 -2.255 -4.920 0.007 -0.008 0.010
H -1.199 -3.241 4.495 -0.001 0.004 0.000
H 4.916 -2.110 1.917 -0.006 -0.002 -0.008
H -1.816 -4.534 -4.332 0.002 0.003 0.002
H 4.291 -0.589 3.767 -0.007 0.001 -0.001
H 1.938 4.706 3.515 -0.001 0.001 0.005
H -4.017 -2.329 1.401 0.002 -0.002 0.001
H -0.667 2.659 6.229 0.001 -0.002 -0.003
H -2.982 -3.563 -3.396 0.004 0.011 0.000
H 1.434 -2.534 -3.619 -0.011 -0.014 0.021

---

Entry 2:
58
Properties=species:S:1:pos:R:3:forces:R:3 method="wB97M-V/def2-TZVPD" e_tot_ha=-3706.7545 de_lowest_kj_mol=27.3 charge=-1 homo_ev=-4.2294 e_lumo_ev=2.34 max_force_ha_per_bohr=0.103
Ga 0.830 0.225 0.685 -0.043 -0.158 -0.727
O 2.591 -0.753 -2.664 0.490 0.025 1.524
O -4.315 -2.731 0.597 0.917 -0.150 0.109
O -2.183 -1.763 1.223 0.674 -0.573 0.008
O 2.335 1.468 1.246 1.205 -0.793 -1.435
O -0.404 -1.801 -1.651 0.341 -0.550 0.054
O -0.053 2.482 -0.262 -0.017 -0.261 -0.592
O 1.394 -1.172 1.821 0.405 0.397 0.622
N -0.111 0.397 -1.052 0.194 -1.139 0.886
N -1.984 0.564 1.304 -1.765 0.285 -0.992
N -0.835 -0.142 -3.227 0.002 -1.192 0.836
N 4.489 0.295 -1.946 1.362 0.277 -1.309
N 2.705 0.043 -0.451 -0.474 0.410 -0.419
N -0.780 0.459 1.794 3.257 -0.231 4.194
C 5.293 -0.214 -3.088 1.372 -0.294 0.600
C -0.823 -1.108 -4.298 0.160 -0.654 -0.571
C 1.496 -0.833 3.092 -0.861 -0.246 1.741
C -0.330 1.737 -1.214 0.469 -0.113 -0.717
C -5.574 1.022 -0.601 -0.954 0.930 -0.856
C 5.067 1.280 -1.194 -0.701 -0.553 1.329
C 0.692 0.295 5.187 1.055 -0.280 -0.627
C -0.420 -0.634 -1.908 -0.582 2.356 -1.208
C -0.562 0.613 3.103 -1.913 -0.488 -1.803
C -5.913 -1.372 -0.544 -0.514 0.897 0.055
C 0.571 0.058 3.785 1.239 -0.020 0.036
C 2.412 -1.517 3.953 -0.121 0.208 -0.442
C 4.391 1.732 -0.080 1.112 0.283 0.551
C -1.030 1.164 -3.486 0.061 0.963 1.136
C -2.561 -0.564 0.978 -1.447 1.490 0.541
C -4.416 0.870 0.114 0.965 0.849 -0.055
C 1.743 -0.259 5.920 -0.418 -0.070 0.270
C -4.687 -1.562 0.203 -1.200 1.078 -1.294
C 3.177 -0.228 -1.721 0.000 0.950 -0.362
C -0.765 2.112 -2.551 -0.060 0.679 -0.252
C -6.371 -0.077 -0.932 1.631 -2.030 0.643
C -3.900 -0.377 0.407 -0.653 -1.221 0.222
C 2.577 -1.213 5.296 -0.900 0.671 -0.075
C 3.147 1.083 0.298 -0.509 0.174 -0.463
H 6.115 1.566 -1.489 -1.460 -0.084 0.385
H -0.769 3.160 -2.838 -0.443 -0.172 0.280
H 2.960 -2.321 3.486 0.281 -0.024 -0.015
H 3.278 -1.725 5.941 0.232 -0.185 -0.309
H 4.659 -0.724 -3.793 -0.293 0.036 -0.132
H -6.505 -2.263 -0.814 0.391 0.481 0.281
H -0.030 0.939 5.678 0.032 0.015 -0.133
H -3.840 1.773 0.413 -0.278 -0.856 -0.451
H -1.537 -0.807 -5.096 0.207 -0.383 0.675
H -1.043 -2.115 -3.854 0.130 0.961 -0.691
H 6.028 -0.977 -2.674 -0.784 0.821 -0.540
H -1.511 1.470 -4.421 0.594 -0.451 0.040
H 5.921 0.572 -3.627 -1.149 -0.718 0.898
H -3.076 -2.418 0.947 -0.267 0.043 0.073
H 1.872 -0.038 7.005 -0.211 -0.192 -1.032
H 4.855 2.451 0.620 -0.463 -0.369 -0.706
H -5.768 2.009 -1.049 -0.308 -0.375 0.579
H -7.268 0.000 -1.527 -0.081 0.150 -0.049
H -1.422 0.976 3.725 0.672 -0.332 -0.677
H 0.188 -1.108 -4.772 -0.579 -0.273 0.364

---

Entry 3:
56
Properties=species:S:1:pos:R:3:forces:R:3 method="wB97M-V/def2-TZVPD" e_tot_ha=-1747.1329 de_lowest_kj_mol=752.9 homo_ev=-9.7868 e_lumo_ev=-0.68 smiles="O=[N+]([O-])c1ccccc1.O=[N+]([O-])c1ccccc1.O=[N+]([O-])c1ccccc1.O=[N+]([O-])c1ccccc1" max_force_ha_per_bohr=0.036
O 7.541 0.261 7.142 0.051 -0.126 0.324
O 7.410 -0.886 8.968 0.136 0.220 -0.196
O -2.308 -1.014 8.991 -0.761 0.106 0.374
O 0.492 -0.146 2.657 0.610 0.464 -0.207
O 5.944 2.710 7.916 -0.184 0.098 0.195
O 6.087 2.746 5.782 -0.115 0.083 -0.228
O -0.647 -1.945 2.415 -0.099 -0.505 -0.515
O -0.173 -0.957 8.964 0.847 0.210 0.529
N -0.520 -0.794 2.757 -0.366 -0.220 0.940
N 5.504 2.468 6.808 0.735 0.051 0.180
N 7.801 0.069 8.319 -0.327 0.016 -0.384
N -1.238 -1.319 8.530 -0.031 0.234 -0.500
C 8.901 2.291 8.408 -0.403 -0.125 -0.682
C 3.723 1.444 5.493 0.002 0.007 -1.145
C -0.018 -3.463 5.755 0.737 -0.289 -0.366
C 2.531 0.734 5.370 -0.102 0.407 0.759
C -1.432 0.826 4.372 0.126 0.017 -0.375
C 10.182 2.898 10.325 -0.090 0.857 -0.039
C -2.941 -0.583 3.102 0.132 -0.292 -0.468
C -2.375 -3.135 5.470 0.295 0.301 0.336
C 9.661 3.237 9.079 0.000 -0.829 0.141
C 9.904 1.683 10.930 0.358 0.185 -0.614
C -3.815 1.057 4.586 -0.061 0.608 0.025
C -0.024 -2.705 6.900 -0.065 0.930 0.674
C 8.620 1.071 8.999 0.921 0.056 0.694
C -4.041 0.067 3.635 0.446 0.014 0.507
C 9.162 0.741 10.233 -0.441 -0.026 0.810
C -1.215 -2.122 7.326 -0.332 -1.320 -1.224
C -1.175 -3.706 5.054 -0.871 0.225 -0.397
C 2.311 0.812 7.794 1.025 -0.283 -0.433
C 1.849 0.421 6.532 -0.661 0.068 0.872
C -2.532 1.437 4.966 0.163 -0.690 -0.012
C -1.660 -0.176 3.443 -0.672 0.463 0.050
C 3.547 1.431 7.893 0.191 0.318 -0.114
C 4.236 1.776 6.724 -1.098 -0.687 0.522
C -2.396 -2.340 6.610 0.149 0.244 0.375
H -3.294 -1.855 6.965 -0.077 -0.084 -0.090
H 0.901 -0.108 6.540 0.039 -0.009 -0.401
H 3.975 1.643 8.862 0.035 0.147 -0.064
H 0.933 -3.817 5.375 -0.080 -0.171 0.088
H 9.857 4.197 8.625 0.056 0.030 -0.007
H 0.886 -2.477 7.438 -0.017 -0.161 -0.003
H -0.404 1.123 4.530 -0.093 0.100 0.328
H 10.789 3.639 10.833 -0.009 -0.117 0.111
H 1.811 0.545 8.713 -0.301 -0.044 -0.138
H 4.244 1.744 4.592 0.133 0.001 0.128
H -1.189 -4.266 4.128 0.263 -0.093 0.067
H 10.329 1.495 11.906 -0.124 -0.281 0.011
H 8.509 2.454 7.412 -0.025 0.224 0.104
H -3.269 -3.257 4.876 -0.082 -0.084 0.082
H 2.081 0.514 4.413 0.291 -0.120 -0.133
H -2.406 2.145 5.773 0.099 0.230 -0.174
H -3.050 -1.378 2.375 -0.046 0.012 0.030
H -5.043 -0.229 3.363 -0.026 0.057 -0.088
H -4.626 1.640 5.006 -0.193 -0.325 0.036
H 8.946 -0.199 10.721 -0.083 -0.099 -0.297